A | 2 unconnected molecules or ions with the total composition C6H17NO, computed with ωB97M-V/def2-TZVPD.

Results
HOMO-LUMO gap = 4.8 eV

ORCA input file:
```
! RIJCOSX wB97M-V def2-TZVPD def2/J DEFGRID3
* xyz 0 1
C -1.74269 2.16765 1.64916
O -1.10472 3.28217 2.11383
C -0.86402 1.45068 0.59899
C -0.62471 2.27185 -0.68058
H -2.80756 2.36035 1.25894
H -1.92154 1.36782 2.44835
H -1.24870 0.45379 0.31421
H 0.06008 1.34255 1.19327
H 0.29215 1.96585 -1.20256
H -0.55191 3.30909 -0.28832
H -1.55125 2.14892 -1.36266
C 1.69010 -2.78232 -0.04317
C 1.01216 -1.52892 -0.76985
C -0.49893 -1.65173 -0.95348
N 1.32876 -0.26301 -0.10314
H 2.79273 -2.69142 -0.11986
H 1.39543 -2.84506 1.00995
H 1.42426 -3.70956 -0.58448
H 1.46441 -1.43133 -1.76807
H -1.01571 -1.84557 -0.01682
H -0.76279 -2.60259 -1.56493
H -0.98886 -0.81888 -1.43405
H 2.34627 -0.12556 -0.13260
H 0.77235 0.57217 -0.46136
H 1.10470 -0.39692 0.89923
*
```

=====

B | 2 unconnected molecules or ions with the total composition C6H17NO, computed with ωB97M-V/def2-TZVPD.

Results
SMILES = CCC[C@H](C)NC.O
HOMO-LUMO gap = 10.3 eV

ORCA input file:
```
! RIJCOSX wB97M-V def2-TZVPD def2/J DEFGRID3
* xyz 0 1
C -1.11932 -1.77402 1.24885
N -1.13827 -0.45116 0.63473
C -0.71046 -0.39310 -0.82169
C 0.50751 0.56818 -0.90812
C 1.80154 -0.06318 -0.41870
C 3.06938 0.75912 -0.30976
C -1.76748 -0.13085 -1.84577
H -1.49659 -2.60679 0.64467
H -1.59439 -1.64809 2.21934
H -0.09328 -2.09659 1.45551
H -2.11370 -0.19276 0.46152
H -0.21135 -1.36382 -0.98052
H 0.50837 0.99686 -1.91458
H 0.33337 1.38244 -0.19574
H 1.57442 -0.45057 0.58826
H 1.92938 -1.06104 -0.87392
H 2.89771 1.63936 0.32147
H 3.49154 0.97120 -1.28567
H 3.75537 0.25910 0.38114
H -1.79071 0.88738 -2.25557
H -2.77742 -0.36659 -1.49727
H -1.66096 -0.66764 -2.79461
H -1.18566 1.15603 2.70828
H -0.91523 2.60397 2.38328
O -1.29377 2.04254 3.05488
*
```

=====

C | 2 unconnected molecules or ions with the total composition C6H17NO, computed with ωB97M-V/def2-TZVPD.

Results
SMILES = CC(C)C[C@H](C)N.O
HOMO-LUMO gap = 9.6 eV

ORCA input file:
```
! RIJCOSX wB97M-V def2-TZVPD def2/J DEFGRID3
* xyz 0 1
C 1.22429 -1.08676 -0.13008
C 0.30254 -0.35724 1.03584
C 0.30061 1.04732 0.66294
C -0.53130 1.42760 -0.58136
C 0.29809 2.42631 -1.54347
C -1.92312 2.12054 -0.35268
N -0.97721 -1.02887 1.03005
H 0.81312 -0.98056 -1.07830
H 1.06725 -2.15490 0.19798
H 2.22619 -0.80234 -0.18077
H 0.86029 -0.57859 2.03044
H -0.12575 1.56474 1.52463
H 1.33668 1.44556 0.37985
H -0.65669 0.38704 -1.10755
H 1.26078 2.04177 -1.68808
H 0.46564 3.39913 -1.06891
H -0.23730 2.68643 -2.46012
H -1.86379 2.84329 0.49484
H -2.78000 1.41635 -0.05522
H -2.40534 2.26592 -1.34717
H -1.25030 -1.31735 0.07221
H -1.17706 -1.58998 1.83922
H 1.58048 -5.56473 1.25255
H 1.17400 -4.66826 0.13532
O 1.01792 -4.94243 0.93782
*
```

=====

D | 3 unconnected molecules or ions with the total composition C6H17NO, computed with ωB97M-V/def2-TZVPD.

Results
SMILES = [H]/N=C/C(C)C.CO.C
HOMO-LUMO gap = 10.5 eV

ORCA input file:
```
! RIJCOSX wB97M-V def2-TZVPD def2/J DEFGRID3
* xyz 0 1
C -1.02235 1.22364 -1.09783
C 0.16535 0.46486 -1.62126
C -0.57291 2.50738 -0.39868
C -1.88717 0.36354 -0.18349
N 0.14481 -0.80400 -1.70665
H -1.61521 1.51116 -1.97926
H 0.43610 -2.14474 -0.19014
H 0.89799 -1.19972 -2.26572
H 1.62830 0.28662 0.25180
H 0.86412 1.09830 -2.18897
H -1.31190 0.05971 0.68474
H 0.01730 3.13062 -1.06571
H 0.02242 2.27202 0.47277
H -1.43283 3.07453 -0.06979
H -2.21475 -0.52509 -0.71589
H -2.75836 0.91785 0.15068
C 0.44595 -2.73293 0.79435
C 2.00773 0.31110 1.31536
O -0.47013 -2.17783 1.70915
H -1.33582 -2.16163 1.28953
H 1.42642 -2.69661 1.26690
H 0.20240 -3.77713 0.56578
H 1.24650 -0.10287 1.96773
H 2.93067 -0.24893 1.44447
H 2.18537 1.35017 1.57014
*
```

=====

The energy of each structure relative to the most stable one, in hartree, is as follows: A 0.1274; B 0.0000; C 0.0478; D 0.0079.

=====

A | A molecular structure, C2H7NOP2, computed with ωB97M-V/def2-TZVPD.

Results
HOMO-LUMO gap = 9.2 eV

ORCA input file:
```
! RIJCOSX wB97M-V def2-TZVPD def2/J DEFGRID3
* xyz 0 1
C 0.30832 -0.18240 1.49728
C 1.45022 -1.64863 -0.63123
N -2.55848 0.63315 -0.10885
O -2.66256 -0.52809 0.21944
P -2.23577 1.98561 -0.58167
P 0.84469 0.05302 -0.07230
H 0.44072 -1.03666 2.13426
H -0.42271 0.68802 1.87760
H 0.11225 3.15375 -1.21756
H 1.07314 -2.29173 0.15697
H 2.48987 -1.39250 -0.66354
H 0.92228 -1.79657 -1.59556
H 0.23804 2.36304 -1.01482
*
```

=====

B | C2H7NOP2 in the gas phase, computed with ωB97M-V/def2-TZVPD.

Results
SMILES = CP(C)#[PH]N=O
HOMO-LUMO gap (spin up / spin down) = 7.7 / 7.7 eV

ORCA input file:
```
! RIJCOSX wB97M-V def2-TZVPD def2/J DEFGRID3
* xyz 0 1
C -0.06816 1.50266 0.10582
C -0.09189 -1.16218 -1.03221
N 0.43796 0.05768 3.16329
O 0.62155 -0.30584 4.33591
P -0.07861 -0.95637 1.94434
P 0.86047 -0.16851 0.23294
H 0.04129 2.09145 1.00162
H -1.02772 1.08774 -0.09558
H -0.01194 2.12284 -0.78254
H -0.68200 -0.57519 -1.63782
H -0.50755 -2.03505 -0.38758
H 0.62459 -1.59118 -1.75087
H 0.64150 -2.18870 1.98845
*
```

=====

The energy of each structure relative to the most stable one, in hartree, is as follows: A 0.0469; B 0.0000.

=====

A | C4H3NO2 in the gas phase, computed with ωB97M-V/def2-TZVPD.

Results
HOMO-LUMO gap (spin up / spin down) = 6.8 / 7.7 eV

ORCA input file:
```
! RIJCOSX wB97M-V def2-TZVPD def2/J DEFGRID3
* xyz 0 1
O -2.18266 1.07092 -0.98458
C -1.70719 0.02331 -0.73336
C -0.06276 -0.12318 -0.70423
N 0.07294 -0.99046 -1.54934
O 2.01814 -1.18517 0.45700
C 1.57893 -0.15444 0.94331
C 0.41256 0.52459 0.42418
H -2.17755 -0.92676 -0.46491
H 2.09401 0.34489 1.78458
H -0.04642 1.41630 0.82735
*
```

=====

B | C4H3NO2 in the gas phase, computed with ωB97M-V/def2-TZVPD.

Results
SMILES = O=Cc1ccon1
HOMO-LUMO gap = 10.6 eV

ORCA input file:
```
! RIJCOSX wB97M-V def2-TZVPD def2/J DEFGRID3
* xyz 0 1
O -2.23852 1.04447 -0.85615
C -1.67352 -0.02312 -0.84299
C -0.28340 -0.17834 -0.34806
N 0.43340 -1.23056 -0.66045
O 1.59450 -1.10668 0.04540
C 1.54719 0.01247 0.78951
C 0.38609 0.66972 0.57280
H -2.17442 -0.96073 -1.14009
H 2.39324 0.18552 1.43855
H 0.01545 1.58724 1.00147
*
```

=====

C | 2 unconnected molecules or ions with the total composition C4H3NO2, computed with ωB97M-V/def2-TZVPD.

Results
SMILES = O=C=CC=O.C#N
HOMO-LUMO gap = 10.4 eV

ORCA input file:
```
! RIJCOSX wB97M-V def2-TZVPD def2/J DEFGRID3
* xyz 0 1
C -1.58379 -2.42279 -0.37229
C 0.42550 0.56839 0.10917
C 0.28189 2.05920 0.32633
C 1.53422 -0.06835 0.07567
N -1.54366 -2.23793 0.74644
O -0.74879 2.59732 0.08424
O 2.57554 -0.50619 -0.06199
H -0.51071 -0.03628 -0.17597
H 1.23245 2.51275 0.76589
H -1.66264 -2.46612 -1.49749
*
```

=====

D | C4H3NO2 in the gas phase, computed with ωB97M-V/def2-TZVPD.

Results
SMILES = O=Cc1cnoc1
HOMO-LUMO gap = 10.1 eV

ORCA input file:
```
! RIJCOSX wB97M-V def2-TZVPD def2/J DEFGRID3
* xyz 0 1
C -1.72405 0.22664 0.02036
C -0.21529 -0.03458 0.03863
C 0.83884 0.95678 0.14281
C 0.58179 -1.23185 0.06398
H -1.83802 1.41782 -0.33343
H 0.99432 2.03426 -0.00759
H 0.29573 -2.36965 0.31420
N 1.92182 0.45882 -0.06629
O -2.67875 -0.49156 -0.05593
O 1.82361 -0.96667 -0.11674
*
```

=====

The energy of each structure relative to the most stable one, in hartree, is as follows: A 0.0955; B 0.0000; C 0.0158; D 0.0611.

=====

A | C4H3NO2 in the gas phase, computed with ωB97M-V/def2-TZVPD.

Results
HOMO-LUMO gap (spin up / spin down) = 6.9 / 7.6 eV

ORCA input file:
```
! RIJCOSX wB97M-V def2-TZVPD def2/J DEFGRID3
* xyz 0 1
O 1.94610 1.77989 0.32550
C 0.87844 1.58779 -0.14200
C -0.12646 0.50147 0.54840
N -1.04280 1.19664 0.95321
O -2.02796 -1.19381 0.11650
C -0.89531 -1.56675 -0.14449
C 0.26567 -0.72660 0.03462
H 0.40363 2.00789 -1.03210
H -0.69445 -2.60000 -0.48238
H 1.29314 -0.98652 -0.17726
*
```

=====

B | C4H3NO2 in the gas phase, computed with ωB97M-V/def2-TZVPD.

Results
SMILES = O=Cc1ccon1
HOMO-LUMO gap = 10.4 eV

ORCA input file:
```
! RIJCOSX wB97M-V def2-TZVPD def2/J DEFGRID3
* xyz 0 1
O -0.91234 -1.71008 -1.80261
C 0.10098 -1.19363 -1.40426
C 0.12752 0.05975 -0.57990
N 1.05220 0.98419 -0.61114
O 0.94282 1.63449 0.65627
C -0.04648 1.05587 1.34927
C -0.62879 0.08533 0.61582
H 1.08141 -1.70553 -1.44099
H -0.27444 1.36338 2.36430
H -1.44286 -0.57377 0.85325
*
```

=====

The energy of each structure relative to the most stable one, in hartree, is as follows: A 0.0809; B 0.0000.

=====

A | C4H3NO2 in the gas phase, computed with ωB97M-V/def2-TZVPD.

Results
SMILES = O=Cc1ccon1
HOMO-LUMO gap = 10.6 eV

ORCA input file:
```
! RIJCOSX wB97M-V def2-TZVPD def2/J DEFGRID3
* xyz 0 1
O 2.39069 1.05118 -0.28850
C 1.23486 1.39686 -0.25501
C 0.13073 0.45175 0.05350
N -1.00257 0.89726 0.53953
O -1.80296 -0.19813 0.67201
C -1.14467 -1.28821 0.23983
C 0.10328 -0.95443 -0.15732
H 0.91672 2.42923 -0.48981
H -1.71002 -2.21059 0.25903
H 0.88393 -1.57493 -0.57327
*
```

=====

B | C4H3NO2 in the gas phase, computed with ωB97M-V/def2-TZVPD.

Results
HOMO-LUMO gap = 8.1 eV

ORCA input file:
```
! RIJCOSX wB97M-V def2-TZVPD def2/J DEFGRID3
* xyz 0 1
N 2.02185 -0.42174 -0.03515
C 0.81065 -0.10078 -0.02656
C -0.38007 -1.01749 0.12718
C -1.54601 -0.22731 0.50220
C -1.06240 1.16725 0.06397
O -1.72496 2.14582 -0.10028
O 0.31413 1.18204 -0.13442
H 2.62553 0.39679 -0.12246
H -0.19153 -1.97514 0.61534
H -0.78470 -1.25778 -0.88927
*
```

=====

The energy of each structure relative to the most stable one, in hartree, is as follows: A 0.0000; B 0.0683.

=====

A | C4H3NO2 in the gas phase, computed with ωB97M-V/def2-TZVPD.

Results
SMILES = O=Cc1ncco1
HOMO-LUMO gap = 10.1 eV

ORCA input file:
```
! RIJCOSX wB97M-V def2-TZVPD def2/J DEFGRID3
* xyz 0 1
O 3.02276 -0.00992 0.10440
C 1.92348 0.43849 -0.05143
C 0.58520 -0.15769 0.25660
N 0.03448 -1.15128 -0.35969
C -1.32129 -0.86473 -0.31594
C -1.51195 0.29651 0.35196
O -0.29396 0.75925 0.73071
H 1.73056 1.39227 -0.57375
H -2.04589 -1.47036 -0.83858
H -2.35852 0.92424 0.59193
*
```

=====

B | C4H3NO2 in the gas phase, computed with ωB97M-V/def2-TZVPD.

Results
SMILES = O=C=C/C=C\N=O
HOMO-LUMO gap = 7.9 eV

ORCA input file:
```
! RIJCOSX wB97M-V def2-TZVPD def2/J DEFGRID3
* xyz 0 1
C -0.53053 0.72209 0.51267
C -0.14541 -0.44216 1.21747
C -0.30130 0.84642 -0.80662
C 0.62659 -1.37901 0.68642
N 0.35858 -0.18283 -1.42879
O 0.82863 -0.17657 -2.55614
O 1.45449 -2.20210 0.64956
H -1.01141 1.51201 0.93237
H -0.63219 -0.52899 2.15625
H -0.64745 1.83114 -1.36319
*
```

=====

C | C4H3NO2 in the gas phase, computed with ωB97M-V/def2-TZVPD.

Results
HOMO-LUMO gap = 10.2 eV

ORCA input file:
```
! RIJCOSX wB97M-V def2-TZVPD def2/J DEFGRID3
* xyz 0 1
O 0.07016 -1.05577 1.29843
C -0.99771 -0.29193 1.15195
C 1.12892 0.19903 1.30821
N -1.22020 0.41694 0.09832
C -0.43332 0.23035 -1.02235
C 0.89956 0.09907 -1.05085
O 1.59451 0.33536 0.13470
H -1.68857 -0.21461 1.99451
H -0.97984 0.23633 -1.95948
H 1.55972 0.01704 -1.90751
*
```

=====

The energy of each structure relative to the most stable one, in hartree, is as follows: A 0.0000; B 0.1027; C 0.1087.